1.
{
  "formula": "CH3Cl2OPS",
  "method": "the ωB97M-V functional and the def2-TZVPD basis",
  "elements": ["C", "O", "P", "S", "Cl", "Cl", "H", "H", "H"],
  "xyz": [[-1.11503, 0.62491, -0.17579], [2.56510, -1.23706, 0.27915], [-0.05317, -0.66815, -0.86722], [1.48328, -0.32898, 0.54204], [-2.88606, 0.17320, -0.39106], [2.09214, 1.50939, -0.46199], [-0.66569, 1.59486, -0.46484], [-0.96283, 0.54148, 0.92321], [-0.45774, -2.20966, 0.61650]],
  "nbo_charge": [-0.78, -0.89, 0.55, 1.03, -0.03, -0.33, 0.27, 0.24, -0.06],
  "lumo_ev": -1.409,
  "largest_force_ev_per_a": 3.28,
  "gap_ev": 8.6
}

=====

2.
{
  "formula": "C12H35AlClN14O8S",
  "method": "the ωB97M-V functional and the def2-TZVPD basis",
  "elements": ["C", "C", "C", "Al", "S", "C", "C", "O", "Cl", "H", "H", "H", "H", "H", "H", "H", "C", "O", "N", "N", "H", "H", "H", "H", "C", "O", "N", "N", "H", "H", "H", "H", "C", "O", "N", "N", "H", "H", "H", "H", "C", "O", "N", "N", "H", "H", "H", "H", "C", "O", "N", "N", "H", "H", "H", "H", "C", "O", "N", "N", "H", "H", "H", "H", "C", "O", "N", "N", "H", "H", "H", "H"],
  "xyz": [[3.10156, -1.80552, 0.50799], [2.71997, -1.10157, 1.56717], [2.04446, -0.44790, 2.89803], [3.38126, -0.52796, 4.46778], [5.50856, -0.84818, 3.62507], [2.94565, -2.03453, 5.79046], [1.54538, -2.69028, 5.33848], [0.47410, -2.08006, 5.67521], [1.52020, -4.24130, 4.35352], [3.20495, -2.66643, -0.26072], [1.05676, -1.02835, 3.12049], [1.71197, 0.65306, 2.70187], [3.31979, 0.84950, 5.28673], [5.82598, -2.14438, 4.02458], [2.90499, -1.58412, 6.84819], [3.72261, -2.89108, 5.82566], [-0.39422, 0.41431, -0.78932], [0.18647, 1.32125, -0.21209], [0.09385, -0.84868, -0.84509], [-1.57754, 0.59234, -1.42447], [-0.36865, -1.60697, -1.31427], [0.97704, -1.02300, -0.38210], [-1.97513, 1.52106, -1.40585], [-2.07116, -0.13893, -1.90435], [0.88684, -0.91998, -5.13699], [0.04845, -0.16988, -5.62381], [1.76081, -1.62640, -5.88635], [1.01419, -1.10872, -3.80484], [2.45286, -2.24436, -5.49869], [1.70408, -1.51708, -6.88659], [0.38284, -0.60049, -3.20477], [1.69606, -1.71963, -3.38983], [-4.81385, 2.24961, -1.26508], [-3.86701, 2.09508, -2.02337], [-5.08558, 1.39077, -0.25251], [-5.67100, 3.28869, -1.36906], [-5.85793, 1.49897, 0.38173], [-4.46746, 0.60120, -0.14142], [-5.50207, 3.95057, -2.11037], [-6.45353, 3.43308, -0.75475], [1.24001, 3.82364, -5.73190], [1.73118, 4.93569, -5.87142], [1.10985, 2.94836, -6.75546], [0.78326, 3.36955, -4.54229], [0.70869, 2.02991, -6.65979], [1.43815, 3.24732, -7.66000], [0.86162, 3.99102, -3.75255], [0.37702, 2.45935, -4.40893], [-3.47917, -2.47496, 6.17534], [-4.41079, -1.77407, 6.54783], [-2.19972, -2.24725, 6.54385], [-3.64953, -3.54315, 5.35872], [-1.42164, -2.81097, 6.24779], [-2.03017, -1.46114, 7.15114], [-4.59014, -3.74752, 5.06039], [-2.89885, -4.13033, 5.04176], [-4.96873, 4.54625, 2.19029], [-6.08158, 4.52961, 1.67928], [-4.05749, 3.56982, 1.98407], [-4.55439, 5.54378, 3.00607], [-3.13985, 3.56371, 2.39303], [-4.33023, 2.80798, 1.38087], [-5.20622, 6.29155, 3.18470], [-3.64663, 5.57563, 3.43438], [5.07384, -3.17050, -3.78915], [3.97011, -3.19446, -4.31770], [5.99220, -4.14709, -3.97320], [5.47135, -2.16703, -2.97550], [6.90233, -4.14627, -3.54890], [5.73302, -4.91397, -4.57397], [4.81414, -1.41908, -2.81265], [6.37179, -2.12913, -2.53237]],
  "mulliken_charge": [-0.48, -0.20, -0.25, 0.25, -0.46, -0.58, 0.42, -0.52, -0.23, 0.32, 0.18, 0.27, -0.27, 0.06, 0.24, 0.29, 0.65, -0.67, -0.29, -0.23, 0.23, 0.06, 0.14, 0.14, 0.53, -0.75, -0.33, -0.18, 0.26, 0.20, 0.08, 0.18, 0.62, -0.71, -0.43, -0.38, 0.24, 0.20, 0.21, 0.17, 0.57, -0.69, -0.34, -0.28, 0.21, 0.19, 0.16, 0.17, 0.60, -0.68, -0.26, -0.36, 0.19, 0.16, 0.21, 0.18, 0.63, -0.65, -0.28, -0.39, 0.19, 0.15, 0.22, 0.16, 0.67, -0.69, -0.43, -0.36, 0.16, 0.22, 0.20, 0.16],
  "lumo_ev": 1.915,
  "total_charge": -1,
  "largest_force_ev_per_a": 6.41,
  "gap_ev": 7.4
}

=====

3.
{
  "formula": "C4H9N4",
  "method": "the ωB97M-V functional and the def2-TZVPD basis",
  "elements": ["C", "C", "C", "C", "N", "N", "N", "N", "H", "H", "H", "H", "H", "H", "H", "H", "H"],
  "xyz": [[-0.40914, -0.27891, 0.36927], [0.51916, 0.61891, -1.70477], [-0.15456, 0.04286, 2.59730], [-0.88527, -1.15919, -1.81576], [1.40265, 1.07918, 1.28870], [0.34563, 0.38251, 1.26464], [-0.18481, -0.17182, -1.01509], [1.36155, 1.11641, -2.34898], [-1.27245, -0.60999, 0.80023], [-1.19426, 0.34043, 2.82354], [0.25604, -0.89513, 2.92465], [0.41146, 0.56133, 3.36967], [-2.07670, -0.95674, -1.67286], [-0.61728, -1.27362, -2.77606], [-0.66380, -2.06938, -1.45540], [1.34394, 1.83574, -3.05129], [1.81785, 1.43740, 0.40220]],
  "nbo_charge": [-0.03, 0.71, -0.48, -0.39, -0.44, 0.00, -0.37, -0.50, 0.23, 0.25, 0.25, 0.27, 0.24, 0.24, 0.23, 0.46, 0.34],
  "lumo_ev": [-4.135, -4.135],
  "total_charge": 1,
  "largest_force_ev_per_a": 6.15,
  "gap_ev": [8.3, 8.3]
}

=====

4.
{
  "formula": "C33H83O12P3",
  "method": "the ωB97M-V functional and the def2-TZVPD basis",
  "elements": ["C", "O", "P", "O", "O", "C", "O", "C", "H", "H", "H", "H", "H", "H", "H", "H", "H", "C", "O", "P", "O", "O", "C", "O", "C", "H", "H", "H", "H", "H", "H", "H", "H", "H", "C", "O", "P", "O", "O", "C", "O", "C", "H", "H", "H", "H", "H", "H", "H", "H", "H", "C", "C", "C", "C", "C", "C", "H", "H", "H", "H", "H", "H", "H", "H", "H", "H", "H", "H", "H", "H", "C", "C", "C", "C", "C", "C", "H", "H", "H", "H", "H", "H", "H", "H", "H", "H", "H", "H", "H", "H", "C", "C", "C", "C", "C", "C", "H", "H", "H", "H", "H", "H", "H", "H", "H", "H", "H", "H", "H", "H", "C", "C", "C", "C", "C", "C", "H", "H", "H", "H", "H", "H", "H", "H", "H", "H", "H", "H", "H", "H"],
  "xyz": [[-3.65230, 8.60081, -3.80292], [-2.38166, 8.02211, -3.55321], [-1.75486, 6.86362, -4.54594], [-2.70454, 5.70067, -4.82677], [-1.31421, 7.76562, -5.83279], [-0.87960, 7.31899, -7.15299], [-0.34491, 6.39715, -3.92531], [-0.27946, 5.76547, -2.70431], [-4.35580, 8.20562, -3.07011], [-4.00330, 8.54385, -4.83329], [-3.45370, 9.61930, -3.46927], [-0.52870, 6.29295, -7.04249], [0.00328, 7.90474, -7.40895], [-1.54430, 7.31556, -8.01686], [-1.13604, 5.14702, -2.43621], [-0.24905, 6.53562, -1.93356], [0.62494, 5.16305, -2.61917], [4.81371, -0.16571, 1.12020], [4.02171, 0.99357, 0.95622], [4.57960, 2.18669, -0.00529], [3.67382, 3.37915, -0.10302], [4.95268, 1.48435, -1.42731], [5.43859, 2.16783, -2.50283], [6.12747, 2.45186, 0.61204], [6.63175, 2.91153, 1.81761], [5.04676, -0.17922, 2.18491], [5.67710, -0.29876, 0.46832], [4.11867, -0.97065, 0.88123], [6.28161, 1.74605, -3.05012], [5.88351, 3.12814, -2.24219], [4.74833, 2.41587, -3.30912], [5.81942, 3.33889, 2.40548], [7.39305, 3.67670, 1.66584], [7.07703, 2.04711, 2.31017], [-0.36700, -6.27163, 0.40572], [-0.58846, -5.44655, -0.76492], [-0.32029, -6.26442, -2.17239], [1.13008, -6.76424, -2.47872], [-1.09554, -5.34725, -3.28193], [-0.46135, -4.22191, -3.73598], [-1.37706, -7.54116, -1.93156], [-1.48215, -8.45902, -2.95043], [0.43262, -5.79290, 0.97100], [-0.30979, -7.33823, 0.18848], [-1.25844, -6.12805, 1.01632], [-1.11668, -3.35904, -3.85468], [-0.03340, -4.26524, -4.73753], [0.40536, -3.82303, -3.20891], [-0.67163, -8.47944, -3.67896], [-2.47720, -8.27539, -3.35570], [-1.52807, -9.46819, -2.54106], [-2.22491, -4.58106, 6.71573], [-2.77171, -4.81230, 5.39375], [-1.91257, -4.43219, 4.17828], [-0.39429, -4.81650, 4.28911], [-0.14718, -6.34011, 4.57841], [1.15584, -6.54111, 5.25680], [-1.73219, -3.60975, 6.67209], [-1.62646, -5.43680, 7.02822], [-3.07488, -4.51898, 7.39527], [-2.97741, -5.87147, 5.23901], [-3.72676, -4.31174, 5.23427], [-1.98194, -3.38816, 3.87285], [-2.30617, -5.05338, 3.37374], [0.00230, -4.50921, 3.32144], [-0.00430, -4.09777, 5.00984], [-0.94874, -6.78458, 5.16835], [-0.25614, -7.02971, 3.74135], [1.19951, -6.36007, 6.33077], [1.44557, -7.58524, 5.13877], [1.99484, -5.99143, 4.83015], [-0.03864, -1.06399, 2.39388], [0.00290, -1.83936, 1.07709], [0.96461, -1.27952, -0.02547], [0.28076, -0.10397, -0.87247], [1.26885, 0.56094, -1.83199], [0.64564, 1.78733, -2.44203], [-0.19196, -0.01889, 2.12489], [0.89071, -1.13741, 2.95869], [-0.94150, -1.44163, 2.87381], [0.28889, -2.86274, 1.32000], [-0.94851, -2.03858, 0.58392], [1.20006, -2.13913, -0.65295], [1.90820, -0.96727, 0.42202], [-0.60491, -0.52903, -1.34470], [-0.15261, 0.58972, -0.15200], [2.21203, 0.76701, -1.32599], [1.40953, -0.16659, -2.63136], [0.00464, 1.46975, -3.26444], [0.19974, 2.42894, -1.68203], [1.20826, 2.58128, -2.93316], [2.06995, 4.41148, -6.29581], [3.14754, 3.51041, -5.67729], [2.74569, 2.07056, -5.56097], [2.42116, 1.39101, -6.92836], [1.83426, -0.00743, -6.73615], [2.69556, -1.05700, -6.17536], [1.67366, 3.89585, -7.17056], [2.55030, 5.37519, -6.46509], [1.24189, 4.42600, -5.58715], [4.08411, 3.53889, -6.23417], [3.40647, 3.98856, -4.73261], [1.83964, 1.99149, -4.96021], [3.51403, 1.46751, -5.07716], [1.67391, 1.88167, -7.55204], [3.27907, 1.38276, -7.60069], [0.86996, -0.05960, -6.23069], [1.60958, -0.31946, -7.75608], [2.92457, -0.88565, -5.12355], [2.30163, -2.06923, -6.26656], [3.54462, -0.93696, -6.84826], [-3.67140, 0.11772, 5.22503], [-3.44910, 1.46456, 5.80224], [-3.62711, 1.62404, 7.28891], [-4.87756, 1.08429, 7.91592], [-6.10406, 2.07470, 7.59622], [-5.88398, 3.47988, 8.04619], [-2.97995, -0.00961, 4.39210], [-4.67760, -0.06567, 4.84816], [-3.49820, -0.55572, 6.06443], [-2.40520, 1.71211, 5.60967], [-4.11201, 2.15370, 5.27903], [-3.36229, 2.64935, 7.54722], [-2.87974, 1.15542, 7.92917], [-5.03563, 0.02893, 7.69381], [-4.65248, 1.12717, 8.98156], [-6.27454, 2.02473, 6.52080], [-7.01440, 1.63518, 8.00390], [-6.77736, 4.08962, 8.18103], [-5.37362, 3.62611, 8.99816], [-5.30210, 3.83233, 7.19455]],
  "mulliken_charge": [-0.67, -0.34, 1.00, -0.69, -0.31, -0.50, -0.18, -0.78, 0.26, 0.30, 0.26, 0.14, 0.29, 0.28, 0.37, 0.35, 0.23, -0.67, -0.16, 0.88, -0.73, -0.15, -0.59, -0.31, -0.68, 0.25, 0.34, 0.22, 0.38, 0.38, 0.00, 0.32, 0.25, 0.26, -0.66, -0.18, 0.90, -0.66, -0.28, -0.78, -0.33, -0.76, 0.25, 0.43, 0.24, 0.34, 0.31, 0.28, 0.35, 0.25, 0.27, -1.23, -0.65, -0.42, -0.36, -0.18, -1.48, 0.30, 0.27, 0.38, 0.36, 0.51, 0.19, 0.09, 0.28, 0.36, 0.26, 0.29, 0.31, 0.40, 0.34, -0.90, -0.13, -0.05, -0.91, 0.92, -1.15, 0.46, 0.34, -0.04, -0.06, 0.40, 0.38, -0.35, 0.31, 0.36, -0.38, 0.00, 0.35, 0.49, 0.04, -1.24, -0.69, 0.40, -0.62, -0.66, -1.06, 0.35, 0.41, 0.27, 0.44, 0.30, -0.36, 0.32, 0.29, 0.32, 0.32, 0.37, 0.16, 0.35, 0.31, -0.89, -0.31, -0.83, -0.66, -0.49, -1.09, 0.21, 0.32, 0.18, 0.35, 0.21, 0.38, 0.35, 0.36, 0.38, 0.29, 0.38, 0.32, 0.27, 0.27],
  "lumo_ev": 0.642,
  "largest_force_ev_per_a": 5.26,
  "gap_ev": 10.9
}

=====

5.
{
  "formula": "C3H8N2",
  "method": "the ωB97M-V functional and the def2-TZVPD basis",
  "elements": ["C", "N", "C", "H", "H", "H", "H", "H", "C", "N", "H", "H", "H"],
  "xyz": [[-3.31924, 1.42327, 0.28108], [-2.48896, 1.25919, -0.64723], [-1.43277, 0.26453, -0.39912], [-4.32343, 1.83364, 0.17580], [-3.19576, 1.03081, 1.30110], [-0.70230, 0.44615, -1.18400], [-0.83941, 0.51769, 0.48368], [-1.82467, -0.74256, -0.43287], [3.83681, -0.97963, 0.37367], [2.84786, -1.16552, -0.39408], [3.60857, -0.61162, 1.37473], [4.72978, -1.61157, 0.31271], [3.10352, -1.66437, -1.24546]],
  "nbo_charge": [-0.05, -0.39, -0.46, 0.17, 0.12, 0.21, 0.19, 0.21, -0.06, -0.58, 0.16, 0.15, 0.33],
  "lumo_ev": 1.148,
  "largest_force_ev_per_a": 2.57,
  "gap_ev": 10.5
}

=====

6.
{
  "formula": "C4H7N3",
  "method": "the ωB97M-V functional and the def2-TZVPD basis",
  "elements": ["C", "C", "N", "C", "N", "C", "N", "H", "H", "H", "H", "H", "H", "H"],
  "xyz": [[-2.23463, 0.45710, -0.29684], [-0.95936, -0.22967, 0.07714], [0.18469, 0.49590, 0.04082], [1.40754, -0.05102, 0.02347], [1.34694, -1.44401, -0.01120], [2.56253, 0.72390, -0.23667], [3.53743, 1.33637, -0.43420], [-2.06649, 1.11971, -1.15704], [-2.65924, 1.03244, 0.53791], [-2.97534, -0.29197, -0.60500], [0.49975, -1.66966, -0.56107], [-0.96247, -1.08568, 0.75369], [0.12823, 1.50369, -0.07497], [2.19986, -1.88904, -0.31461]],
  "nbo_charge": [-0.66, -0.19, -0.42, 0.15, -0.80, 0.20, -0.32, 0.21, 0.21, 0.23, 0.37, 0.21, 0.42, 0.39],
  "lumo_ev": [0.525, 0.514],
  "largest_force_ev_per_a": 1.41,
  "gap_ev": [7.4, 7.6]
}